Molecular formula: C3H3N3
Method: DFT, ωB97M-V/def2-TZVPD

Cartesian coordinates (Å):
C (0.921, -0.296, 0.055)
C (-1.029, -0.733, -0.006)
C (-0.958, 0.716, -0.100)
H (2.239, 0.916, -0.094)
H (-1.940, -1.272, -0.244)
H (-1.727, 1.284, 0.064)
N (2.128, -0.257, -0.083)
N (0.059, -1.336, 0.183)
N (0.306, 0.976, 0.226)

Results
2S+1: 1
Energy relative to the best compared isomer or geometry (same formula, charge and spin) in kcal/mol: 65.5
HOMO-LUMO gap in eV: 9.570

Löwdin population analysis, charges in e, atoms 1 to 6: C -0.638; C -0.134; C -0.031; H 0.156; H 0.114; H 0.052